[1]
C33H48Ge2N6O2Pt as an isolated structure in a non-equilibrium geometry, computed with wB97M-V/def2-TZVPD.

Structure (XYZ):
```
92
Properties=species:S:1:pos:R:3:lowdin_charge:R:1
Pt -0.1104 0.2382 -0.2671 0.938
C 1.9106 -3.7304 -0.8483 0.002
C 0.9658 -2.5996 -1.1095 -0.348
O 0.7284 -1.7702 -0.1958 -0.238
C 0.3833 -2.5826 -2.4104 0.073
C -0.5357 -1.7097 -2.9076 -0.240
C -1.1098 -1.9352 -4.2731 0.000
N -0.9794 -0.6540 -2.1580 0.004
N -1.8891 0.0290 -2.6952 0.150
C -2.5335 0.9891 -1.9264 -0.394
O -2.3973 1.0455 -0.7046 0.002
C -3.3185 1.9608 -2.6943 -0.159
C -3.3259 1.9387 -4.0969 -0.010
C -3.9547 2.9494 -4.8003 -0.044
C -4.5891 3.9813 -4.1200 -0.033
C -4.6195 3.9869 -2.7282 -0.052
C -3.9895 2.9842 -2.0176 -0.018
H 2.3831 -3.6579 0.1242 0.052
H 1.3666 -4.6765 -0.9088 0.126
H 2.6767 -3.7518 -1.6261 0.120
H 0.6743 -3.3866 -3.0712 0.140
H -0.7043 -2.8350 -4.7247 0.095
H -2.1944 -2.0197 -4.2055 0.103
H -0.8903 -1.0816 -4.9159 0.100
H -2.8320 1.1339 -4.6205 0.107
H -3.9540 2.9312 -5.8813 0.118
H -5.0740 4.7730 -4.6752 0.121
H -5.1444 4.7723 -2.2013 0.119
H -4.0189 2.9777 -0.9350 0.125
C 1.3289 3.5166 3.3069 -0.162
C 1.8335 2.4195 2.3753 -0.360
Ge 0.6183 0.7916 2.3772 0.883
C -1.3351 0.7876 2.9369 -0.363
C -1.6083 1.8877 3.9542 -0.160
C 1.4313 -0.0205 4.0338 -0.202
C 2.3446 -0.9576 3.7823 -0.341
Ge 2.0063 -1.5939 1.8375 1.069
C 0.9549 -3.2564 2.3358 -0.288
C -0.4613 -2.8748 2.7581 -0.150
C 3.7305 -1.2716 0.8055 -0.290
C 3.9327 0.2089 0.5145 -0.161
C 3.3979 -1.5900 4.5612 -0.248
C 4.0180 -2.7704 4.1486 -0.069
C 4.9580 -3.4001 4.9468 -0.064
C 5.3033 -2.8466 6.1713 -0.062
C 4.7186 -1.6563 6.5819 -0.059
C 3.7899 -1.0181 5.7804 -0.020
H 1.9994 4.3770 3.2653 0.079
H 1.2931 3.1703 4.3398 0.072
H 0.3362 3.8603 3.0261 0.032
H 2.7934 2.0424 2.7283 0.048
H 1.9829 2.7929 1.3610 0.039
H -1.4969 -0.1955 3.3779 0.045
H -1.9593 0.8899 2.0500 0.025
H -0.8902 1.8549 4.7748 0.062
H -2.6038 1.7582 4.3826 0.081
H -1.5685 2.8754 3.4985 0.048
H 1.1043 0.3315 5.0123 0.081
H 1.4928 -3.7312 3.1555 0.077
H 0.9261 -3.9343 1.4829 0.043
H -0.4427 -2.2650 3.6605 0.064
H -1.0391 -3.7739 2.9745 0.087
H -0.9738 -2.3261 1.9644 0.058
H 3.6930 -1.8334 -0.1260 0.047
H 4.5254 -1.6670 1.4378 0.075
H 3.0780 0.6258 -0.0250 0.042
H 4.8165 0.3435 -0.1106 0.086
H 4.0810 0.7763 1.4322 0.065
H 3.7612 -3.2073 3.1879 0.084
H 5.4285 -4.3143 4.6108 0.111
H 6.0362 -3.3358 6.7980 0.113
H 4.9941 -1.2185 7.5324 0.114
H 3.3420 -0.0862 6.1011 0.115
C 0.8780 6.1362 -1.9368 -0.068
C -0.2229 6.6014 -0.9854 -0.389
C 0.3173 6.8081 0.4283 -0.060
C -1.4239 5.6273 -0.9931 -0.088
N -1.0572 4.2931 -0.5375 -0.056
C -0.4515 3.3036 -1.1881 -0.093
N -0.1580 2.3605 -0.3084 -0.113
N -0.6189 2.8028 0.8795 -0.042
N -1.1412 3.9516 0.7523 0.148
H 1.6446 6.9035 -2.0267 0.092
H 0.4818 5.9426 -2.9365 0.084
H 1.3647 5.2307 -1.5662 0.071
H -0.6241 7.5493 -1.3511 0.145
H 0.6364 5.8662 0.8776 0.062
H -0.4334 7.2578 1.0781 0.090
H 1.1817 7.4698 0.3987 0.091
H -1.8485 5.5473 -1.9932 0.129
H -2.1842 5.9861 -0.3012 0.138
H -0.2496 3.2934 -2.2451 0.158
```

Output
Kohn-Sham gap (spin up / spin down): 4.1 / 4.1 eV
relative energy (zero: lowest compared OMol25 entry of this formula, charge and spin): 83.72 kcal/mol
highest occupied orbital energy (spin up / spin down): -12.50 / -12.50 eV
total charge: +2
DFT total energy: -6037.68748 a.u.
LUMO (spin up / spin down): -8.352 / -8.353 eV
spin multiplicity: 1

---

[2]
A 5-piece molecular cluster, C33H48INO9PS4 overall in a non-equilibrium geometry, computed with wB97M-V/def2-TZVPD.

Structure (XYZ):
```
97
Properties=species:S:1:pos:R:3:lowdin_charge:R:1
C -5.4237 -8.0807 0.1139 -0.040
C -5.4433 -6.7410 -0.5734 -0.264
C -5.2832 -6.6009 -1.9391 -0.038
C -5.2993 -5.3499 -2.5263 -0.058
C -5.4546 -4.2117 -1.7651 -0.037
C -5.6131 -4.3440 -0.3951 -0.210
C -5.7520 -3.0707 0.4348 -0.075
C -4.3655 -2.4596 0.6094 -0.142
C -3.9574 -1.4974 -0.2661 -0.001
C -2.6777 -0.9518 -0.1584 -0.101
C -1.7814 -1.3442 0.7959 -0.384
P -0.1119 -0.5380 0.8292 0.582
O 0.9565 -1.7365 1.1877 -0.410
I 0.3377 -0.1968 -1.5727 0.615
C -2.1836 -2.3092 1.7367 -0.139
C -1.3482 -2.7653 2.7986 0.012
C -1.7797 -3.7072 3.6654 -0.025
N -3.0386 -4.2244 3.5585 0.118
C -3.8633 -3.8252 2.6028 0.046
C -3.4973 -2.8830 1.6508 -0.068
C -5.6136 -5.5923 0.1992 -0.015
H -4.7874 -8.7944 -0.3980 0.082
H -6.4344 -8.4544 0.2569 0.089
H -4.9964 -7.9441 1.1066 0.071
H -5.1417 -7.4824 -2.5464 0.118
H -5.1862 -5.2821 -3.5984 0.112
H -5.4425 -3.2419 -2.2369 0.114
H -6.2119 -3.2680 1.3977 0.116
H -6.3294 -2.3249 -0.0995 0.120
H -4.6377 -1.1900 -1.0411 0.133
H -2.4140 -0.1908 -0.8766 0.055
H 0.6222 -2.5992 0.9026 0.057
H -0.3576 -2.3720 2.9496 0.108
H -1.1754 -4.0963 4.4671 0.141
H -3.3496 -4.9287 4.2108 0.181
H -4.8482 -4.2574 2.5924 0.130
H -5.7578 -5.7086 1.2645 0.105
C -4.7619 1.2205 4.5288 -0.212
C -6.0984 1.9254 4.2622 -0.204
C -6.1499 2.2612 2.7660 -0.208
S -5.1436 1.0259 1.9396 0.670
O -3.9936 1.6630 1.3495 -0.309
O -5.9905 0.1497 1.1639 -0.321
C -4.6185 0.1751 3.4269 -0.235
H -4.7346 0.7643 5.5171 0.118
H -3.9430 1.9399 4.4673 0.124
H -6.9218 1.2560 4.5187 0.119
H -6.2075 2.8235 4.8667 0.120
H -7.1594 2.2143 2.3658 0.107
H -5.7119 3.2348 2.5548 0.110
H -3.5990 -0.1848 3.2957 0.095
H -5.2991 -0.6629 3.5848 0.106
C 4.5323 0.2270 -2.1554 -0.230
C 4.2091 0.9772 -0.8569 -0.222
C 5.4954 1.0171 -0.0217 -0.214
S 6.8551 0.9680 -1.1988 0.669
O 7.5855 -0.2595 -1.0094 -0.318
O 7.5268 2.2440 -1.2049 -0.326
C 5.8413 0.8168 -2.6633 -0.221
H 3.7428 0.3345 -2.8924 0.073
H 4.6595 -0.8386 -1.9448 0.122
H 3.8888 1.9951 -1.0888 0.122
H 3.4002 0.4960 -0.3075 0.076
H 5.5736 1.9268 0.5701 0.096
H 5.5881 0.1462 0.6246 0.103
H 6.3521 0.1905 -3.3906 0.111
H 5.6919 1.8175 -3.0679 0.111
C 8.6393 4.4239 3.6092 -0.224
C 9.3075 3.9391 2.3154 -0.207
C 8.3713 4.2945 1.1536 -0.223
S 7.4479 5.7413 1.6802 0.663
O 6.0551 5.3808 1.8029 -0.332
O 7.8555 6.8904 0.9144 -0.323
C 8.1545 5.8414 3.3231 -0.234
H 9.3260 4.4007 4.4543 0.113
H 7.7882 3.7821 3.8486 0.116
H 10.2645 4.4485 2.1870 0.117
H 9.5080 2.8690 2.3407 0.115
H 8.9151 4.5330 0.2442 0.107
H 7.6553 3.5032 0.9522 0.071
H 7.3991 6.1950 4.0209 0.105
H 8.9848 6.5454 3.2800 0.107
C -0.1277 3.3058 -4.9961 -0.216
C 0.3429 3.6751 -6.4100 -0.208
C 1.7083 3.0100 -6.6276 -0.213
S 1.7163 1.5427 -5.5928 0.655
O 2.7142 1.7087 -4.5636 -0.331
O 1.6820 0.3611 -6.4127 -0.314
C 0.1074 1.8042 -4.8582 -0.255
H -1.1745 3.5609 -4.8383 0.116
H 0.4660 3.8451 -4.2548 0.121
H -0.3725 3.2968 -7.1427 0.118
H 0.4084 4.7533 -6.5439 0.116
H 1.8647 2.7097 -7.6602 0.105
H 2.5261 3.6490 -6.3001 0.107
H 0.1141 1.4556 -3.8240 -0.015
H -0.6166 1.2340 -5.4400 0.111
```

Output
Kohn-Sham gap: 6.6 eV
highest occupied orbital energy: -11.10 eV
total charge: +1
DFT total energy: -4249.76390 a.u.
LUMO: -4.471 eV
spin multiplicity: 1

---

[3]
C33H48P2Tc as an isolated structure in a non-equilibrium geometry, computed with wB97M-V/def2-TZVPD.

Structure (XYZ):
```
84
Properties=species:S:1:pos:R:3:mulliken_spin:R:1
Tc 1.0055 0.3647 1.1283 2.453
C 1.2020 2.3614 1.9917 -0.060
C 0.1966 1.6484 2.7379 0.002
C 2.2061 0.5077 2.9620 0.126
C 2.4441 1.6694 2.1571 0.113
C 0.8122 0.4781 3.3052 -0.040
C 1.0748 3.6613 1.2668 -0.037
H 0.0341 3.9241 1.0613 0.004
H 1.6198 3.6396 0.3115 -0.014
H 1.5125 4.4708 1.8699 -0.001
C 3.7454 2.1031 1.5876 0.044
H 3.7713 3.1870 1.4106 0.007
H 3.9225 1.6099 0.6209 0.006
H 4.5610 1.8382 2.2686 0.000
C 3.2295 -0.4908 3.3744 0.048
H 4.1538 0.0205 3.6773 0.000
H 3.4591 -1.1641 2.5328 0.007
H 2.8753 -1.1186 4.2086 0.002
C 0.2021 -0.5462 4.2056 -0.030
H 0.5139 -0.3658 5.2444 -0.001
H 0.5272 -1.5623 3.9419 -0.015
H -0.8894 -0.5213 4.1780 0.002
C -1.1698 2.1540 3.0391 0.007
H -1.1357 2.7656 3.9491 0.004
H -1.8756 1.3450 3.2217 -0.001
H -1.5520 2.7900 2.2402 -0.001
C -3.3234 0.4470 -3.6019 0.001
C -3.8821 1.4798 -2.9506 -0.001
C -5.3106 1.5489 -2.4920 0.000
C -5.9115 0.2139 -1.9749 0.000
C -4.9981 -0.6473 -1.1337 0.001
C -4.1926 -1.6147 -1.6058 0.000
C -4.0382 -1.9901 -3.0514 -0.002
C -4.0630 -0.7964 -4.0420 0.000
H -5.9507 1.9046 -3.3194 0.000
H -6.3060 -0.3665 -2.8235 0.000
H -5.4010 2.3130 -1.7015 0.000
H -5.1062 -0.5459 -4.2882 0.000
H -2.2783 0.4867 -3.9458 0.000
H -3.3287 2.4185 -2.8499 0.001
H -3.6009 -1.1328 -4.9866 0.000
H -3.0961 -2.5510 -3.1787 0.000
H -3.6457 -2.2525 -0.9025 0.003
H -4.8404 -2.6905 -3.3476 0.000
H -6.7861 0.4631 -1.3475 0.000
H -5.0992 -0.4688 -0.0521 0.001
P -0.4285 1.1823 -0.5179 -0.213
C 0.2724 1.3856 -2.1665 -0.007
C -1.6445 2.5235 -0.4628 0.011
P -0.9042 -1.0008 1.0537 -0.161
C -1.4188 -0.3851 -0.6210 0.150
C -2.4365 -0.9956 2.0361 0.007
C -0.5954 -2.7716 0.8823 -0.001
H 1.1634 0.7570 -2.2712 -0.028
H 0.5587 2.4429 -2.2516 0.008
H -0.4829 1.1282 -2.9220 0.014
H -2.3968 2.3436 -1.2414 -0.004
H -1.1228 3.4658 -0.6786 0.002
H -2.1509 2.6045 0.5062 0.001
H -1.3986 -3.2319 0.2908 0.007
H -0.5926 -3.1827 1.9011 0.007
H 0.3835 -2.9411 0.4215 -0.026
H -1.0664 -1.0324 -1.4344 0.056
H -2.5030 -0.2253 -0.7175 0.015
H -2.2604 -1.5962 2.9391 0.002
H -3.2461 -1.4604 1.4546 -0.004
H -2.7455 0.0128 2.3338 0.001
C 7.0590 -1.7791 -0.2355 0.002
C 6.5023 -0.9362 0.7448 -0.004
C 5.1438 -0.6777 0.7446 -0.032
C 4.2619 -1.2213 -0.2071 -0.034
C 2.8406 -0.9789 -0.2306 0.603
C 2.0921 -1.5877 -1.2074 -0.084
C 2.6499 -2.4651 -2.1797 0.076
C 4.0040 -2.7107 -2.1862 -0.012
C 4.8512 -2.1016 -1.2200 0.032
C 6.2420 -2.3482 -1.2052 0.006
H 8.1309 -1.9707 -0.2101 0.000
H 7.1277 -0.4818 1.5105 0.000
H 4.7132 -0.0412 1.5022 -0.009
H 1.0172 -1.4082 -1.2556 -0.022
H 1.9660 -2.9183 -2.8985 0.003
H 4.4311 -3.3850 -2.9408 0.003
H 6.6958 -3.0001 -1.9568 0.003
```

Output
Kohn-Sham gap (spin up / spin down): 7.8 / 4.8 eV
relative energy (zero: lowest compared OMol25 entry of this formula, charge and spin): 0.00 kcal/mol
highest occupied orbital energy (spin up / spin down): -13.33 / -13.36 eV
total charge: +2
DFT total energy: -2049.11210 a.u.
LUMO (spin up / spin down): -5.493 / -8.506 eV
spin multiplicity: 4

---

[4]
C33H49BaClFN8O6S as an isolated structure in a non-equilibrium geometry, computed with wB97M-V/def2-TZVPD.

Structure (XYZ):
```
100
Properties=species:S:1:pos:R:3:lowdin_charge:R:1
Ba -0.6286 -2.0810 0.5598 1.923
O 2.9743 -7.5889 4.4145 0.053
C 1.9909 -6.6133 4.5352 -0.424
O 1.1903 -6.4154 5.4471 0.081
C 2.1263 -5.7113 3.2939 -0.146
O 2.2280 -6.5173 2.1627 -0.109
C 2.1911 -5.7303 0.9969 -0.130
C 1.4335 -4.3487 0.7299 -0.753
O 0.2852 -4.3277 1.2004 -0.270
O 1.9409 -3.6200 -0.1229 -0.056
H 2.9023 -8.2300 5.2098 0.155
H 2.9427 -4.9786 3.4850 0.150
H 1.2153 -5.1020 3.2262 0.123
H 1.8405 -6.4016 0.1956 0.128
H 3.2135 -5.4675 0.7059 0.110
C -3.9865 -1.3882 2.3629 -0.141
N -2.5505 -1.6010 2.5646 -0.380
C -2.3300 -2.8886 3.2814 -0.143
C -2.0181 -0.4461 3.3689 -0.218
C -0.5417 -0.3624 3.6425 -0.303
C -0.0547 0.9091 4.0556 -0.108
C 1.2714 1.1746 4.2763 -0.147
C 2.1479 0.1131 4.1313 -0.151
C 1.7282 -1.1634 3.7491 -0.189
C 0.4112 -1.3829 3.4451 -0.184
H -4.5207 -1.0064 3.2925 0.096
H -4.5034 -2.3520 2.0893 0.077
H -4.2406 -0.7110 1.5138 0.058
H -2.8495 -2.8686 4.2572 0.089
H -1.2677 -3.1167 3.4452 0.037
H -2.7221 -3.7544 2.6741 0.087
H -2.5204 -0.2251 4.3028 0.113
H -2.2540 0.4255 2.7614 0.106
H -0.8011 1.7056 4.1554 0.094
H 1.6513 2.1881 4.5086 0.093
H 3.2071 0.2854 4.1991 0.073
H 2.4983 -1.9236 3.4745 0.078
N -6.0317 0.1634 -0.2041 0.000
H -6.8202 0.5723 -0.6440 -0.024
H -6.0530 -0.8395 -0.5986 0.048
H -5.2940 0.5286 -0.8130 0.009
C 0.5298 3.2561 -4.4486 -0.062
C 1.9927 2.8425 -4.1766 -0.493
C 2.9004 3.1619 -5.3778 -0.060
C 1.9639 1.2770 -4.0131 -0.037
C 2.5832 3.5472 -2.8478 -0.443
O 3.9175 3.1933 -2.6627 -0.025
C 2.4574 5.0868 -2.9022 -0.131
C 3.2421 5.8975 -1.8795 -0.132
C 2.4887 6.5116 -0.6544 -0.194
C 1.3871 7.4191 -0.8823 -0.062
C 0.6838 7.9610 0.1465 -0.130
C 0.8359 7.4364 1.4574 -0.665
Cl -0.0060 8.2061 2.7733 0.639
C 1.7411 6.3823 1.6733 -0.098
C 2.6508 6.0257 0.6662 -0.053
C 1.7480 3.1954 -1.5543 -0.050
N 1.9408 1.9139 -0.9594 -0.115
C 1.0278 1.0470 -0.4842 -0.138
N 1.6088 -0.0462 0.0551 0.049
C 2.9096 0.1709 -0.2279 -0.153
N 3.1966 1.3562 -0.8284 0.092
H 0.1398 2.4711 -5.1690 0.102
H 0.3626 4.2545 -4.8267 0.072
H -0.1463 3.0998 -3.5977 0.071
H 2.4265 2.7855 -6.3053 0.082
H 3.9047 2.7233 -5.1658 0.097
H 2.9520 4.2916 -5.5821 0.093
H 1.9911 0.8138 -5.0395 0.099
H 1.0820 0.8950 -3.4843 0.079
H 2.8351 0.9406 -3.4927 0.061
H 3.9056 2.3741 -2.0811 0.070
H 1.3878 5.3522 -2.7504 0.120
H 2.7042 5.4309 -3.8818 0.094
H 3.6313 6.7921 -2.3731 0.111
H 4.0636 5.2838 -1.4123 0.127
H 0.9701 7.4707 -1.9114 0.121
H -0.0864 8.7255 -0.0491 0.108
H 1.7352 5.9817 2.7075 0.113
H 3.4111 5.2389 0.8348 0.123
H 0.6477 3.2977 -1.7306 0.136
H 2.0536 3.9485 -0.7591 0.134
H -0.0347 1.2908 -0.5362 0.136
H 3.7210 -0.5170 -0.0426 0.119
C -5.9902 -6.3602 -1.0517 -0.115
C -5.6899 -4.8981 -0.6076 -0.224
C -4.4247 -4.3071 -1.2065 -0.603
N -3.5963 -3.6570 -0.4478 -0.022
N -2.6083 -3.0727 -1.0939 -0.178
C -2.7308 -3.1609 -2.3944 -0.772
N -1.9289 -2.5413 -3.2364 0.034
S -4.1325 -4.0364 -2.9133 1.053
H -6.5674 -6.8947 -0.2843 0.066
H -5.1724 -7.0505 -1.2740 0.069
H -6.6011 -6.4169 -1.9475 0.056
H -5.6585 -4.7564 0.4441 0.087
H -6.5931 -4.3590 -0.9306 0.101
H -1.0319 -1.9106 -2.6454 0.072
H -1.9196 -2.8900 -4.1871 0.071
F -0.2137 -1.3772 -1.7797 -0.606
```

Output
Kohn-Sham gap: 4.9 eV
relative energy (zero: lowest compared OMol25 entry of this formula, charge and spin): 19.00 kcal/mol
highest occupied orbital energy: -3.14 eV
total charge: -1
DFT total energy: -3160.14962 a.u.
LUMO: 1.794 eV
spin multiplicity: 1